(1)
Computed, not measured: a 16-piece molecular cluster, C4H43N2O15 overall, with wB97M-V/def2-TZVPD.

Structure (XYZ):
```
64
Properties=species:S:1:pos:R:3
O -1.23 3.02 -2.79
O -2.62 2.13 2.74
O 0.76 1.42 -3.73
O 0.81 -1.92 -2.90
O 3.25 -2.13 -1.60
O -2.74 -2.28 -1.64
O -0.13 2.51 3.60
O -1.73 0.18 4.41
O 1.40 -4.18 -0.70
O 3.29 2.15 -1.32
O 1.43 4.06 -0.93
O -1.58 -3.67 -3.52
O -0.15 -3.33 3.38
O 3.37 -2.19 1.52
O -0.74 3.60 0.71
N 0.45 0.06 2.18
N -1.49 -0.16 0.11
C 0.87 0.13 -0.15
C -0.52 0.61 -0.74
C 1.19 0.77 1.19
C -2.98 0.01 -0.15
H -1.16 -4.27 -2.87
H -0.97 2.94 1.31
H 1.41 -2.27 -3.53
H -1.35 -1.31 -0.07
H -0.87 0.61 -1.81
H 0.99 -0.73 2.51
H -0.71 2.72 -3.56
H -1.36 3.98 -2.83
H 3.62 -2.19 -0.72
H 0.94 1.66 -2.78
H -3.58 -2.05 -2.01
H 0.86 0.43 -3.67
H 2.25 0.62 1.37
H -3.09 2.91 3.06
H -3.34 -0.30 -1.17
H 1.76 -4.96 -1.10
H 4.16 -2.52 1.91
H -1.20 -0.41 3.90
H -1.31 -0.05 1.17
H -3.52 -0.76 0.43
H 0.86 -1.04 -0.19
H 0.03 2.26 4.50
H -2.52 -3.09 -2.19
H -2.70 1.36 3.24
H -0.63 -2.96 2.62
H 1.16 1.84 1.34
H 1.74 -3.30 -1.03
H 0.06 0.63 2.83
H -0.89 -2.97 -3.47
H 0.84 4.48 -1.57
H 1.49 -1.77 -2.13
H 3.95 -2.21 -2.27
H 0.82 3.94 -0.23
H 2.72 2.84 -1.09
H -0.65 1.73 -0.53
H -1.41 4.25 0.57
H -1.02 2.56 3.53
H 3.44 2.33 -2.25
H -3.28 1.07 -0.01
H 1.73 0.40 -0.85
H -0.35 -4.24 3.20
H -2.45 -0.26 4.81
H 2.64 -2.67 1.94
```

E_HOMO (alpha / beta) in eV: -2.4643 / -9.0325
Multiplicity: 2
HOMO-LUMO gap (alpha / beta) in eV: 2.48 / 8.95
Energy above the lowest of the compared OMol25 structures with the same formula, charge and spin in kJ/mol: 161.6
<S²>: 0.7508
Net charge: 0

***

(2)
Computed, not measured: a 21-piece molecular cluster, C4H49BClO22 overall, with wB97M-V/def2-TZVPD.

Structure (XYZ):
```
77
Properties=species:S:1:pos:R:3
Cl -4.05 -1.68 4.01
O 2.25 -0.84 -1.69
O -2.27 2.85 7.52
O -5.13 -2.08 7.50
O -1.07 2.56 -3.90
O 3.60 -2.79 0.40
O -3.65 0.25 6.75
O -2.38 3.33 -1.51
O 0.30 1.22 -2.06
O 1.80 1.96 -5.39
O 2.30 4.82 -4.35
O 3.42 -0.07 -6.80
O 5.05 -2.10 -8.34
O -3.00 2.68 -6.28
O 1.23 0.14 1.77
O 0.55 -3.36 1.80
O -3.77 -3.94 2.84
O 4.00 -0.99 -4.14
O -2.35 0.92 0.18
O 5.07 1.71 -4.83
O -1.31 5.35 6.49
O -3.84 -4.32 5.91
O -1.18 5.42 -5.48
C -1.74 -2.60 2.66
C -3.10 -3.02 2.99
C 1.45 -3.73 4.10
C 1.28 -2.82 2.88
B -0.84 -3.86 2.02
H -3.75 -0.02 5.83
H -1.56 6.03 7.12
H -3.03 2.35 7.20
H -1.32 -2.14 3.57
H -4.98 -2.44 6.62
H -1.32 -4.16 0.92
H -1.14 4.51 -5.14
H 4.79 -1.52 -7.62
H 0.52 -3.81 4.70
H 5.60 2.24 -4.22
H 3.38 0.89 -6.78
H -1.56 5.30 -6.36
H 2.45 2.67 -5.24
H 1.78 -4.75 3.81
H -0.91 -4.84 2.77
H 1.27 1.02 1.40
H 2.24 -3.30 4.77
H 3.38 -1.28 -4.82
H -1.86 -1.78 1.92
H -1.53 0.48 -0.08
H 0.68 -0.36 1.15
H 2.17 4.90 -3.40
H -3.88 -0.56 7.22
H 2.98 -0.72 -2.32
H 4.30 -3.45 0.48
H -3.86 -4.50 4.96
H -2.33 2.42 -1.17
H -2.50 3.87 -0.72
H 2.30 -2.58 2.48
H -2.17 2.20 -6.38
H 0.67 1.80 -2.73
H 5.04 -2.99 -7.97
H 0.87 -1.83 3.22
H 2.79 -3.28 0.24
H 1.61 5.36 -4.75
H -5.18 -2.86 8.06
H 4.00 -0.03 -4.29
H -1.04 1.66 -3.55
H 2.65 -1.13 -0.86
H -1.60 4.51 6.90
H -1.60 2.16 7.66
H 1.07 2.22 -4.82
H -2.52 0.61 1.08
H 0.98 0.54 -1.95
H 5.69 1.40 -5.50
H -4.20 -5.11 6.32
H -3.20 2.56 -5.34
H -1.21 3.10 -3.11
H 2.76 -0.33 -7.44
```

E_HOMO in eV: -5.3203
HOMO-LUMO gap in eV: 6.86
Energy above the lowest of the compared OMol25 structures with the same formula, charge and spin in kJ/mol: 0.0
Net charge: -1

***

(3)
Computed, not measured: C4H4AlLiO5 as an isolated structure, with wB97M-V/def2-TZVPD.

Structure (XYZ):
```
15
Properties=species:S:1:pos:R:3
Al -1.42 1.97 2.41
O -1.07 -2.23 0.21
O 0.81 -1.57 -0.80
O -0.96 -0.28 -0.88
O -1.18 0.33 2.19
O 0.36 1.83 2.40
C 0.14 0.61 -1.36
C 1.34 -0.35 -1.34
C 0.12 0.62 2.05
C -0.46 -1.42 -0.47
Li -1.74 -1.39 1.80
H 1.76 -0.55 -2.33
H -0.19 0.89 -2.37
H 2.13 -0.01 -0.66
H 0.34 1.56 -0.86
```

E_HOMO (alpha / beta) in eV: -18.4782 / -18.4767
HOMO-LUMO gap (alpha / beta) in eV: 5.50 / 5.48
Energy above the lowest of the compared OMol25 structures with the same formula, charge and spin in kJ/mol: 0.0
Net charge: +2

***

(4)
Computed, not measured: C4H4AuN10OS as an isolated structure, with wB97M-V/def2-TZVPD.

Structure (XYZ):
```
21
Properties=species:S:1:pos:R:3
Au -0.25 0.04 -1.07
S -2.90 3.71 -0.92
O -2.12 -0.39 -1.68
N 3.85 -0.11 -0.25
N 3.80 -0.11 -1.57
N -0.75 -0.10 3.17
N -0.64 2.16 -1.23
N -0.20 -0.32 1.14
N -1.22 -0.29 2.00
N 2.18 -0.06 1.43
N 1.77 -0.06 -0.95
N 2.60 -0.09 -2.00
N 0.57 0.04 3.16
C -2.71 -1.52 -1.18
C 2.58 -0.09 0.13
C -1.64 2.77 -1.09
C 0.90 -0.10 1.88
H 2.89 0.05 2.13
H -2.38 -1.74 -0.15
H -2.51 -2.40 -1.81
H -3.80 -1.38 -1.14
```

E_HOMO (alpha / beta) in eV: -5.6557 / -5.6831
HOMO-LUMO gap (alpha / beta) in eV: 5.54 / 5.15
Net charge: -1

***

(5)
Computed, not measured: C4H4BeLiO5 as an isolated structure, with wB97M-V/def2-TZVPD.

Structure (XYZ):
```
15
Properties=species:S:1:pos:R:3
O 1.79 2.13 -0.66
O -1.90 -1.28 -0.02
O 0.01 -2.76 0.21
O -0.02 -0.63 0.44
O 2.57 -0.01 -0.10
C -0.67 0.76 0.52
C -1.95 0.14 -0.11
C -0.67 -1.74 0.26
C 1.80 1.07 -0.21
Be 3.08 0.90 -1.61
Li 1.94 -2.42 -0.02
H 0.12 1.29 1.05
H -2.83 0.49 0.44
H -2.03 0.48 -1.14
H -1.23 1.60 0.96
```

E_HOMO (alpha / beta) in eV: -5.9827 / -6.3884
Multiplicity: 2
HOMO-LUMO gap (alpha / beta) in eV: 5.10 / 5.49
Energy above the lowest of the compared OMol25 structures with the same formula, charge and spin in kJ/mol: 1123.5
<S²>: 0.9833
Net charge: 0

***

(6)
Computed, not measured: C4H4BeO as an isolated structure, with wB97M-V/def2-TZVPD.

Structure (XYZ):
```
10
Properties=species:S:1:pos:R:3
O -1.70 -1.33 1.59
C 1.50 1.33 -1.62
C -0.61 -0.83 1.01
C 1.88 0.66 -0.68
C -0.58 0.00 -0.02
Be -2.94 -1.16 1.26
H -1.29 0.49 -0.69
H 1.13 1.96 -2.41
H 0.33 -1.15 1.48
H 2.28 0.03 0.08
```

E_HOMO (alpha / beta) in eV: -12.5942 / -14.1628
Multiplicity: 2
HOMO-LUMO gap (alpha / beta) in eV: 4.61 / 6.91
Energy above the lowest of the compared OMol25 structures with the same formula, charge and spin in kJ/mol: 199.5
<S²>: 0.7642
Net charge: +1

***

(7)
Computed, not measured: C4H4BeO2 as an isolated structure, with wB97M-V/def2-TZVPD.

Structure (XYZ):
```
11
Properties=species:S:1:pos:R:3
O -0.60 -2.12 -0.43
O 2.24 1.37 1.16
C 1.04 1.51 0.89
C -0.35 0.21 -0.24
C -1.28 -0.89 -0.48
C 0.36 1.23 -0.30
Be 3.01 0.39 0.47
H -1.74 -0.71 -1.47
H -1.24 -2.83 -0.57
H 0.63 2.65 0.69
H -2.08 -0.81 0.27
```

E_HOMO in eV: -18.9354
HOMO-LUMO gap in eV: 5.58
Energy above the lowest of the compared OMol25 structures with the same formula, charge and spin in kJ/mol: 180.8
Net charge: +2

***

(8)
Computed, not measured: C4H4BeO2 as an isolated structure, with wB97M-V/def2-TZVPD.

Structure (XYZ):
```
11
Properties=species:S:1:pos:R:3
O -0.72 -0.44 0.16
O -4.88 -1.03 2.16
C -1.98 0.96 2.85
C -3.69 -0.77 1.93
C -2.79 -0.11 2.71
C -0.64 0.37 1.00
Be -5.73 -0.49 2.87
H -2.31 1.94 2.48
H -2.73 -1.55 1.88
H -1.25 0.96 3.67
H -0.76 -0.61 -0.82
```

E_HOMO (alpha / beta) in eV: -24.2926 / -24.8123
Multiplicity: 2
HOMO-LUMO gap (alpha / beta) in eV: 8.53 / 7.76
Energy above the lowest of the compared OMol25 structures with the same formula, charge and spin in kJ/mol: 259.2
<S²>: 0.7730
Net charge: +3

***

(9)
Computed, not measured: one molecule with the formula C4H4Br2, with wB97M-V/def2-TZVPD.

Structure (XYZ):
```
10
Properties=species:S:1:pos:R:3
Br -2.80 0.63 0.03
Br 2.84 0.63 0.02
C -0.06 0.70 -0.60
C -0.03 0.39 0.86
C -1.07 -0.20 0.03
C 1.14 -0.14 -0.16
H -0.17 0.97 1.71
H -0.26 1.40 -1.34
H -0.99 -1.37 -0.20
H 0.98 -1.24 -0.31
```

E_HOMO in eV: -9.7231
SMILES: Br[C@H]1[C@@H]2[C@@H](Br)[C@H]12
HOMO-LUMO gap in eV: 10.42
Energy above the lowest of the compared OMol25 structures with the same formula, charge and spin in kJ/mol: 164.5
Net charge: 0

***

(10)
Computed, not measured: one molecule with the formula C4H4Br2O, with wB97M-V/def2-TZVPD.

Structure (XYZ):
```
11
Properties=species:S:1:pos:R:3
Br -0.31 2.67 -0.63
Br -2.28 0.08 -0.90
O 0.26 -1.01 -1.91
C 0.33 -1.06 1.36
C 0.06 0.20 1.05
C 0.48 0.07 -1.44
C -0.48 0.76 -0.56
H -0.22 0.98 1.60
H 0.45 -1.49 2.34
H 1.35 0.68 -1.56
H 0.36 -1.88 0.66
```

E_HOMO in eV: -10.1534
SMILES: C=CC(Br)(Br)C=O
HOMO-LUMO gap in eV: 10.17
Energy above the lowest of the compared OMol25 structures with the same formula, charge and spin in kJ/mol: 101.4
Net charge: 0

***

(11)
Computed, not measured: one molecule with the formula C4H4BrCl3O2S, with wB97M-V/def2-TZVPD.

Structure (XYZ):
```
15
Properties=species:S:1:pos:R:3
Br 0.46 -1.53 2.22
Cl -2.25 1.01 1.94
Cl -2.05 -2.33 0.71
Cl -2.21 0.27 -0.87
S 1.24 0.65 -0.87
O 0.91 1.40 -2.03
O 2.48 0.84 -0.14
C -0.04 1.20 0.34
C -1.22 0.28 0.55
C 1.05 -1.14 -1.15
C -0.94 -1.13 0.98
H 0.74 -1.60 -2.00
H -0.44 2.15 -0.16
H 0.49 1.65 1.15
H 1.79 -1.74 -0.67
```

E_HOMO (alpha / beta) in eV: -8.9150 / -10.4413
HOMO-LUMO gap (alpha / beta) in eV: 7.12 / 8.98
Energy above the lowest of the compared OMol25 structures with the same formula, charge and spin in kJ/mol: 267.2
Net charge: 0

***

(12)
Computed, not measured: a 2-piece molecular cluster, C4H4BrClF2O2 overall, with wB97M-V/def2-TZVPD.

Structure (XYZ):
```
14
Properties=species:S:1:pos:R:3
Br -0.19 -1.61 1.79
Cl -2.42 -1.03 -0.29
F -0.43 0.93 2.46
F -2.32 1.50 0.25
O 0.22 1.69 -1.12
O 1.15 -0.27 -0.38
C -2.20 0.30 0.86
C -0.80 0.07 1.39
C 0.42 0.76 -0.42
C 2.13 -0.60 -1.35
H 3.13 -0.19 -1.20
H 2.33 -1.68 -1.50
H 1.86 -0.06 -2.27
H -2.88 0.18 1.78
```

E_HOMO in eV: -8.8491
HOMO-LUMO gap in eV: 9.17
Energy above the lowest of the compared OMol25 structures with the same formula, charge and spin in kJ/mol: 0.0
Net charge: 0

***

(13)
Computed, not measured: C4H4BrClNS as an isolated structure, with wB97M-V/def2-TZVPD.

Structure (XYZ):
```
12
Properties=species:S:1:pos:R:3
Br -4.45 0.71 0.12
Cl 0.77 -3.13 0.29
S -3.99 -2.22 -0.34
N -0.77 -1.09 -0.35
C -0.64 -2.10 0.40
C -3.26 -0.72 -0.24
C -1.98 -0.32 -0.31
C 0.29 -0.57 -1.09
H -0.02 -0.20 -2.12
H -1.89 0.71 -0.19
H 0.80 0.26 -0.55
H 0.93 -1.41 -1.24
```

E_HOMO (alpha / beta) in eV: -13.5359 / -13.2989
HOMO-LUMO gap (alpha / beta) in eV: 5.66 / 6.24
Net charge: +1

***

(14)
Computed, not measured: one molecule with the formula C4H4BrN, with wB97M-V/def2-TZVPD.

Structure (XYZ):
```
10
Properties=species:S:1:pos:R:3
Br 3.58 -0.64 0.20
N 1.59 1.24 -0.52
C 1.99 0.13 -0.10
C -1.47 -0.76 0.36
C -0.24 -0.02 0.06
C 0.19 1.08 -0.55
H -1.28 -1.25 1.33
H -2.29 -0.19 0.43
H -1.67 -1.62 -0.37
H -0.42 2.03 -0.84
```

E_HOMO (alpha / beta) in eV: -8.4289 / -8.6103
HOMO-LUMO gap (alpha / beta) in eV: 8.28 / 8.32
Energy above the lowest of the compared OMol25 structures with the same formula, charge and spin in kJ/mol: 437.6
Net charge: 0

***

(15)
Computed, not measured: a 2-piece molecular cluster, C4H4BrN overall, with wB97M-V/def2-TZVPD.

Structure (XYZ):
```
10
Properties=species:S:1:pos:R:3
Br 2.13 -0.57 -1.56
N -1.88 -0.76 1.93
C -0.51 1.44 -0.52
C -0.93 -0.77 1.27
C 1.17 -1.27 -0.09
C 0.16 -0.61 0.44
H 1.65 -2.04 0.34
H -1.28 1.03 -1.17
H -0.79 1.85 0.46
H 0.28 1.69 -1.10
```

E_HOMO (alpha / beta) in eV: -9.5681 / -9.5684
HOMO-LUMO gap (alpha / beta) in eV: 8.80 / 8.80
Energy above the lowest of the compared OMol25 structures with the same formula, charge and spin in kJ/mol: 332.7
Net charge: 0

***

(16)
Computed, not measured: one molecule with the formula C4H4BrN3S, with wB97M-V/def2-TZVPD.

Structure (XYZ):
```
13
Properties=species:S:1:pos:R:3
Br 3.53 -0.13 0.00
S -0.53 1.72 0.00
N 1.75 0.29 0.01
N 0.62 -1.94 0.00
N -1.43 -1.06 0.00
C 1.33 1.67 0.00
C -0.54 -0.03 0.00
C 0.71 -0.60 0.00
C -0.67 -2.19 0.00
H 1.68 2.20 -0.89
H -2.43 -0.99 0.00
H -1.09 -3.18 0.00
H 1.68 2.21 0.90
```

E_HOMO in eV: -6.9080
SMILES: BrN1CSc2[nH]cnc21
HOMO-LUMO gap in eV: 7.24
Energy above the lowest of the compared OMol25 structures with the same formula, charge and spin in kJ/mol: 76.3
Net charge: 0

***

(17)
Computed, not measured: a 2-piece molecular cluster, C4H4BrO3S overall, with wB97M-V/def2-TZVPD.

Structure (XYZ):
```
13
Properties=species:S:1:pos:R:3
Br 1.26 -0.72 2.77
S -2.22 -3.07 -1.35
O 0.90 0.55 -3.34
O -0.37 0.51 -1.50
O -3.69 -3.03 -1.26
C -0.86 -1.15 0.37
C -0.30 0.18 -0.05
C -1.43 -2.03 -0.35
C 0.72 0.35 -2.18
H 1.51 0.05 -1.39
H -0.54 -1.35 1.46
H -1.00 0.85 0.55
H 0.65 0.14 0.36
```

E_HOMO (alpha / beta) in eV: -3.4458 / -4.7900
Multiplicity: 3
HOMO-LUMO gap (alpha / beta) in eV: 6.45 / 5.35
<S²>: 2.0138
Net charge: -1

***

(18)
Computed, not measured: C4H4Cl2HoN2O3RhS as an isolated structure, with wB97M-V/def2-TZVPD.

Structure (XYZ):
```
18
Properties=species:S:1:pos:R:3
Ho -0.97 -3.92 -1.70
Rh 0.24 -0.23 0.25
Cl -0.25 -2.42 0.96
Cl -0.39 -1.69 -2.57
S 0.61 1.63 -0.91
O -4.23 -2.96 -2.44
O -3.60 -4.92 0.46
O 0.17 0.39 3.17
N 1.66 3.91 -0.27
N 2.23 2.22 1.17
C 1.60 2.63 0.06
C -3.11 -3.21 -2.24
C -2.70 -4.62 -0.17
C 0.21 0.27 2.00
H 2.27 1.24 1.42
H 1.23 4.25 -1.14
H 2.29 4.55 0.20
H 2.75 2.88 1.74
```

E_HOMO (alpha / beta) in eV: -23.3211 / -24.6280
Multiplicity: 9
HOMO-LUMO gap (alpha / beta) in eV: 7.49 / 5.62
<S²>: 20.0240
Net charge: +4

***

(19)
Computed, not measured: one molecule with the formula C4H4Cl2N2O, with wB97M-V/def2-TZVPD.

Structure (XYZ):
```
13
Properties=species:S:1:pos:R:3
Cl 1.11 3.30 1.72
Cl -1.72 -0.91 -1.77
O -0.29 -1.19 1.26
N -0.38 1.35 -1.28
N 0.25 2.24 -0.54
C 0.26 -2.25 0.44
C 0.71 2.07 0.66
C -0.66 -0.11 0.61
C -0.73 0.15 -0.75
H -0.71 -2.94 0.14
H 0.46 3.14 -0.94
H 0.70 -1.90 -0.52
H 0.99 -2.95 0.98
```

E_HOMO in eV: -8.1221
HOMO-LUMO gap in eV: 7.74
Energy above the lowest of the compared OMol25 structures with the same formula, charge and spin in kJ/mol: 552.8
Net charge: 0

***

(20)
Computed, not measured: a 2-piece molecular cluster, C4H4Cl3F overall, with wB97M-V/def2-TZVPD.

Structure (XYZ):
```
12
Properties=species:S:1:pos:R:3
Cl -1.48 -1.39 -1.44
Cl 0.81 2.32 1.37
Cl -2.31 -3.07 0.85
F -0.62 1.86 -0.68
C 0.33 1.29 0.02
C -1.44 -1.51 0.23
C 1.41 0.58 -0.72
C -0.97 -0.71 1.08
H -0.94 -0.77 2.25
H 0.94 -0.01 -1.61
H 2.11 0.08 -0.01
H 2.17 1.32 -1.33
```

E_HOMO (alpha / beta) in eV: -8.8813 / -9.4315
HOMO-LUMO gap (alpha / beta) in eV: 7.66 / 8.76
Energy above the lowest of the compared OMol25 structures with the same formula, charge and spin in kJ/mol: 430.0
Net charge: 0